1.
This record from OMol25 describes a structure of composition C36H70O13 at a distorted geometry. The level of theory is wB97M-V/def2-TZVPD.

Electronic energy in hartree: -2391.731604

Structure (ORCA input):
```
! RIJCOSX wB97M-V def2-TZVPD def2/J DEFGRID3
* xyz 0 1
C 3.14 -1.14 1.02
C 3.11 -2.66 1.16
O 2.08 -3.34 0.42
C 0.76 -3.07 0.74
C -0.03 -2.26 -0.30
C -1.11 -1.66 0.61
C -0.27 -1.34 1.82
O -0.27 -0.36 2.50
O 0.61 -2.37 1.99
H 3.30 -0.69 2.00
H 2.20 -0.74 0.66
H 3.95 -0.80 0.38
H 3.05 -2.96 2.21
H 4.03 -3.09 0.77
H 0.25 -4.04 0.87
H 0.59 -1.50 -0.77
H -0.39 -2.95 -1.05
H -1.62 -0.80 0.19
H -1.80 -2.47 0.85
C 3.16 3.71 0.50
C 3.25 2.66 1.57
O 4.07 1.77 1.53
C 2.27 2.77 2.72
H 3.92 3.52 -0.27
H 2.18 3.70 0.03
H 3.34 4.70 0.93
H 1.25 2.71 2.35
H 2.41 3.72 3.24
H 2.44 1.95 3.41
C 7.76 5.64 0.36
C 7.03 5.89 1.66
O 6.74 7.01 2.02
C 6.68 4.68 2.49
H 7.95 6.58 -0.15
H 8.70 5.13 0.55
H 7.16 5.00 -0.29
H 7.59 4.13 2.76
H 6.04 4.01 1.91
H 6.17 4.99 3.39
C 10.23 5.75 -4.46
C 9.35 6.24 -3.33
O 8.78 5.48 -2.59
C 9.23 7.74 -3.18
H 10.23 4.66 -4.46
H 9.85 6.11 -5.41
H 11.25 6.11 -4.33
H 8.82 8.18 -4.09
H 10.22 8.18 -3.00
H 8.58 7.98 -2.34
C 1.10 -2.33 5.25
C 2.50 -2.24 5.77
O 3.45 -2.25 5.02
C 2.69 -2.11 7.27
H 1.15 -2.39 4.17
H 0.60 -3.21 5.65
H 0.53 -1.44 5.54
H 2.25 -2.98 7.77
H 2.18 -1.22 7.63
H 3.75 -2.05 7.51
C -4.09 -4.27 -3.40
C -2.74 -4.54 -2.79
O -2.19 -3.72 -2.09
C -2.11 -5.88 -3.07
H -4.44 -3.28 -3.12
H -4.02 -4.34 -4.49
H -4.81 -5.02 -3.06
H -1.97 -6.00 -4.15
H -2.76 -6.68 -2.72
H -1.14 -5.94 -2.58
C -7.22 -1.95 -0.77
C -6.60 -1.01 -1.77
O -6.03 -1.42 -2.76
C -6.72 0.47 -1.48
H -7.06 -2.98 -1.08
H -6.76 -1.80 0.22
H -8.29 -1.75 -0.68
H -6.24 0.70 -0.53
H -7.77 0.75 -1.42
H -6.23 1.03 -2.27
C 6.07 -1.36 3.06
C 6.39 -0.48 1.88
O 6.92 -0.91 0.88
C 6.02 0.98 2.01
H 6.38 -2.38 2.85
H 6.59 -1.00 3.95
H 5.00 -1.36 3.27
H 6.53 1.42 2.86
H 4.94 1.08 2.16
H 6.30 1.51 1.10
C -9.47 -2.85 -6.36
C -8.05 -3.07 -5.91
O -7.61 -4.19 -5.73
C -7.20 -1.84 -5.69
H -9.97 -3.80 -6.49
H -10.00 -2.25 -5.63
H -9.48 -2.31 -7.31
H -7.65 -1.21 -4.93
H -7.12 -1.27 -6.62
H -6.21 -2.14 -5.36
C -10.44 -4.58 0.87
C -10.43 -3.18 1.44
O -10.19 -2.22 0.75
C -10.72 -3.04 2.92
H -10.22 -4.55 -0.19
H -9.70 -5.20 1.38
H -11.42 -5.03 1.02
H -9.99 -3.61 3.50
H -11.71 -3.44 3.14
H -10.68 -2.00 3.20
C -1.88 3.94 -1.72
C -0.69 3.13 -1.28
O 0.31 3.05 -1.95
C -0.80 2.42 0.05
H -1.67 4.40 -2.68
H -2.76 3.31 -1.80
H -2.09 4.72 -0.98
H -1.64 1.72 0.04
H -0.96 3.14 0.85
H 0.11 1.86 0.24
*
```

***

2.
This record from OMol25 describes a cluster of 14 separate species, C36H71Cl12N5O14 in total at a distorted geometry. The level of theory is wB97M-V/def2-TZVPD.

Electronic energy in hartree: -8263.727162

Structure (ORCA input):
```
! RIJCOSX wB97M-V def2-TZVPD def2/J DEFGRID3
* xyz 0 1
C 0.43 -2.46 4.10
C -0.99 -2.00 4.07
O -1.16 -1.58 5.36
C 0.04 -1.39 5.99
O 0.26 -1.06 7.20
O 1.00 -1.94 5.29
H 1.06 -2.34 3.22
H 0.32 -3.54 4.20
H -1.70 -2.76 3.75
H -1.11 -1.17 3.38
C -1.93 -0.12 -7.55
C -1.23 -1.37 -6.96
O -1.56 -1.34 -5.53
C -2.03 -0.13 -5.20
O -2.25 0.27 -4.07
O -2.25 0.54 -6.30
H -2.79 -0.57 -8.05
H -1.39 0.43 -8.32
H -0.17 -1.28 -7.18
H -1.63 -2.27 -7.42
C -5.11 1.53 3.30
C -4.99 0.38 2.21
O -4.31 0.94 1.13
C -4.43 2.25 1.13
O -4.15 3.09 0.30
O -5.06 2.54 2.32
H -4.28 1.57 4.00
H -6.09 1.37 3.76
H -5.89 -0.20 1.98
H -4.33 -0.41 2.55
C -1.16 -6.39 2.13
C 0.12 -7.00 2.64
O 1.05 -6.37 3.14
N 0.17 -8.39 2.44
C 1.33 -9.14 2.96
H -1.10 -6.06 1.10
H -1.50 -5.59 2.79
H -2.04 -7.03 2.23
H -0.46 -8.90 1.84
H 1.94 -8.56 3.66
H 1.91 -9.55 2.13
H 0.88 -9.95 3.53
C -3.08 4.12 -3.57
C -3.32 5.45 -4.21
O -2.45 5.80 -5.00
N -4.47 6.14 -3.97
C -4.85 7.42 -4.54
H -2.81 4.29 -2.53
H -2.35 3.61 -4.20
H -3.94 3.45 -3.66
H -5.18 5.65 -3.44
H -4.01 7.98 -4.97
H -5.38 7.90 -3.72
H -5.61 7.24 -5.30
C 2.14 7.36 0.92
C 3.47 7.33 1.56
O 4.48 7.19 0.89
N 3.43 7.40 2.90
C 4.54 7.54 3.79
H 2.18 7.32 -0.17
H 1.54 8.18 1.31
H 1.62 6.46 1.25
H 2.52 7.63 3.26
H 5.43 7.14 3.31
H 4.43 7.08 4.77
H 4.78 8.60 3.77
C 4.83 -3.25 -4.24
C 3.99 -2.02 -3.90
O 3.32 -1.98 -2.79
N 3.84 -1.20 -4.91
C 2.98 -0.01 -4.81
H 4.28 -3.99 -4.82
H 5.17 -3.70 -3.30
H 5.67 -3.11 -4.92
H 4.44 -1.17 -5.72
H 3.44 0.81 -4.26
H 1.93 -0.05 -4.52
H 2.99 0.46 -5.79
C -2.64 1.97 7.04
C -1.26 2.54 6.82
O -0.50 2.73 7.73
N -1.01 2.62 5.50
C 0.39 2.77 5.08
H -2.91 2.07 8.09
H -2.66 0.89 6.85
H -3.32 2.36 6.29
H -1.74 2.41 4.83
H 0.63 1.84 4.55
H 1.07 2.98 5.90
H 0.45 3.58 4.35
Cl -5.80 -2.50 0.02
C -5.40 -2.88 -1.65
C -3.90 -2.53 -1.92
Cl -2.70 -3.45 -0.95
H -6.12 -2.30 -2.23
H -5.61 -3.93 -1.85
H -3.70 -1.46 -1.84
H -3.81 -2.82 -2.97
Cl 0.37 5.24 -1.29
C 0.13 4.24 -2.81
C 1.40 3.31 -2.96
Cl 2.70 4.20 -3.84
H -0.02 4.76 -3.75
H -0.75 3.62 -2.68
H 1.22 2.31 -3.34
H 1.83 3.06 -1.98
Cl 5.57 -4.12 -0.29
C 3.83 -3.64 -0.12
C 3.10 -4.34 1.07
Cl 3.77 -3.88 2.63
H 3.32 -3.98 -1.02
H 3.84 -2.55 -0.11
H 3.03 -5.42 0.99
H 2.09 -3.92 1.13
Cl 0.08 -1.62 0.78
C 0.63 -0.15 -0.20
C 0.47 1.12 0.51
Cl 1.45 1.17 2.01
H 0.03 -0.24 -1.11
H 1.68 -0.25 -0.49
H -0.54 1.47 0.71
H 1.00 1.94 0.02
Cl 0.39 -4.44 -1.51
C -0.23 -4.70 -3.15
C 0.41 -6.04 -3.62
Cl 2.11 -5.69 -3.90
H -0.03 -3.81 -3.75
H -1.32 -4.72 -3.08
H -0.05 -6.47 -4.51
H 0.21 -6.83 -2.90
Cl 3.26 0.45 4.92
C 3.90 -0.42 3.58
C 4.87 0.55 2.78
Cl 5.62 -0.31 1.33
H 3.17 -0.86 2.90
H 4.49 -1.27 3.93
H 5.70 0.79 3.44
H 4.46 1.47 2.37
*
```

***

- The lowest electronic energy belongs to which entry?
  C36H71Cl12N5O14

***

- Which formula does entry 1 have?
  C36H70O13